1.
{"formula": "C4H3O4", "method": "wB97M-V/def2-TZVPD", "species": ["C", "C", "C", "C", "O", "O", "O", "O", "H", "H", "H"], "positions_angstrom": [[0.09, -0.57, 1.07], [0.60, 0.62, -2.47], [-0.25, -0.95, 2.19], [0.22, 0.83, -0.72], [-0.86, -1.44, 3.32], [1.29, -0.36, -2.75], [0.62, -0.38, -0.05], [0.02, 1.50, -3.05], [0.73, 1.71, -0.24], [-0.83, 0.95, -0.44], [-1.63, -1.90, 3.15]], "mulliken_charge": [0.16, 0.56, 0.30, -0.62, -0.55, -0.64, -0.38, -0.64, 0.21, 0.31, 0.29], "lumo_energy_ev": 2.96, "spin_multiplicity": 1, "charge": -1, "orbital_gap_ev": 7.07, "max_force_ha_per_bohr": 0.0739, "smiles": "O=C([O-])COC#CO", "e_above_lowest_kj_mol": 356.1}

=====

2.
{"formula": "C26H32N4O4", "method": "wB97M-V/def2-TZVPD", "species": ["C", "H", "O", "C", "C", "C", "C", "C", "C", "H", "H", "C", "N", "C", "O", "N", "C", "C", "C", "C", "C", "C", "C", "O", "H", "H", "C", "O", "N", "H", "C", "C", "H", "H", "C", "N", "C", "C", "C", "C", "H", "H", "C", "H", "H", "C", "H", "H", "H", "H", "H", "H", "H", "H", "H", "H", "H", "H", "H", "H", "H", "H", "H", "H", "H", "H"], "positions_angstrom": [[7.98, 2.34, -2.67], [8.30, 3.21, -3.25], [6.99, 2.81, -1.79], [6.42, 1.93, -0.93], [6.72, 0.57, -0.86], [6.07, -0.23, 0.07], [5.12, 0.29, 0.93], [4.81, 1.65, 0.85], [5.45, 2.46, -0.07], [5.23, 3.51, -0.14], [4.06, 2.07, 1.50], [4.39, -0.59, 1.90], [3.13, -1.07, 1.33], [3.19, -2.22, 0.57], [4.21, -2.85, 0.41], [2.00, -2.63, 0.01], [0.80, -1.98, 0.17], [-0.36, -2.46, -0.43], [-1.56, -1.78, -0.25], [-1.60, -0.63, 0.54], [-0.45, -0.16, 1.13], [0.76, -0.82, 0.95], [1.99, -0.32, 1.57], [2.02, 0.68, 2.27], [-0.46, 0.72, 1.75], [-2.54, -0.12, 0.72], [-2.77, -2.37, -0.92], [-2.82, -3.55, -1.21], [-3.76, -1.50, -1.19], [-3.73, -0.53, -0.90], [-5.01, -1.90, -1.78], [-6.19, -1.28, -1.03], [-6.16, -1.60, 0.01], [-7.11, -1.65, -1.47], [-6.19, 0.25, -1.11], [-5.07, 0.84, -0.38], [-4.57, 2.09, -0.94], [-5.49, 3.31, -0.86], [-5.92, 3.68, 0.56], [-6.99, 2.75, 1.12], [-7.53, 3.26, 1.91], [-7.71, 2.55, 0.32], [-6.47, 1.42, 1.70], [-7.27, 0.68, 1.63], [-6.25, 1.56, 2.76], [-5.19, 0.85, 1.06], [-4.33, 1.40, 1.45], [-5.10, -0.19, 1.41], [-5.05, 3.70, 1.22], [-6.33, 4.69, 0.53], [-4.95, 4.15, -1.31], [-6.38, 3.13, -1.47], [-4.31, 1.90, -1.99], [-3.63, 2.32, -0.41], [-6.09, 0.54, -2.15], [-7.15, 0.62, -0.74], [-5.06, -2.99, -1.76], [-5.04, -1.58, -2.83], [-0.36, -3.35, -1.03], [2.05, -3.47, -0.54], [4.99, -1.47, 2.15], [4.14, -0.04, 2.81], [6.30, -1.29, 0.11], [7.45, 0.13, -1.51], [8.84, 1.93, -2.13], [7.59, 1.58, -3.36]], "mulliken_charge": [-0.84, 0.24, -0.45, 0.91, -0.38, -0.70, 0.44, -0.23, -0.73, 0.42, 0.44, -2.01, 0.16, 0.41, -0.66, -0.08, 0.35, -1.05, 0.67, -0.60, -1.09, 0.48, 0.83, -0.68, 0.48, 0.66, 0.37, -0.70, -0.02, 0.10, -0.97, -0.79, 0.23, 0.42, -0.63, 0.83, -1.03, -0.64, -0.71, -0.61, 0.40, 0.28, -0.97, 0.25, 0.47, -1.34, 0.59, 0.54, 0.31, 0.37, 0.41, 0.27, 0.40, 0.35, 0.48, 0.27, 0.51, 0.27, 0.44, 0.25, 0.59, 0.58, 0.39, 0.38, 0.34, 0.33], "lumo_energy_ev": 0.08, "spin_multiplicity": 1, "charge": 0, "orbital_gap_ev": 8.43, "max_force_ha_per_bohr": 0.0137, "smiles": "COc1ccc(Cn2c(=O)[nH]c3cc(C(=O)NCCCN4CCCCCC4)ccc3c2=O)cc1", "e_above_lowest_kj_mol": 51.8}

=====

| no. | DFT total energy (eV) |
| --- | --- |
| 1 | -12384.085 |
| 2 | -41634.197 |